This record from the OMol25 dataset describes the ion C2H6NO3 with charge +1 in a non-equilibrium geometry. The level of theory is wB97M-V/def2-TZVPD.

Output
Net charge: +1
Structure (SMILES): O[C@H]1[NH2+][C@H](O)O1
Total energy (eV): -9795.058
HOMO-LUMO gap (eV): 12.76
HOMO level (eV): -16.2
Relative energy (zero: lowest compared OMol25 entry of this formula, charge and spin) (kcal per mole): 46.8

Atoms and positions in Å:
O 0.748431 -1.550131 1.350703
C 0.717328 -0.897802 0.153683
N -0.787500 -0.408762 -0.018474
C -0.183933 1.031019 -0.216876
O -0.430501 1.530514 -1.445948
O 1.132327 0.346098 -0.052480
H 1.323848 -1.306404 2.084678
H 0.887995 -1.650219 -0.558340
H -1.038542 -0.639860 -0.984764
H -1.534045 -0.548833 0.676379
H -0.268960 1.672168 0.601040
H -0.566448 2.422211 -1.589600

Force components x, y, z for each atom (eV/Å):
O 0.217 -0.008 0.288
C -2.909 -1.103 2.206
N -0.028 1.527 -1.625
C 1.533 -2.095 -0.898
O 0.655 -4.698 1.054
O 1.101 2.614 -0.651
H 0.243 0.623 -0.326
H 0.636 -0.613 -1.555
H -0.817 -0.350 0.321
H 0.384 -0.226 -0.287
H -0.668 1.115 1.219
H -0.347 3.212 0.254

Atom charges from the natural (NBO) analysis, given in e for atoms 1 to 5: -0.713 0.586 -0.599 0.543 -0.662